[1]
Entry from the Open Molecules 2025 dataset: a molecular structure, C26H37N7O3SeTi at a distorted geometry (the ωB97M-V functional and the def2-TZVPD basis).

As for the expectation value of S²: 0.756. The calculated total energy comes out at -132594.42308 eV. As for the charge: +1. The relative energy (zero: lowest compared OMol25 entry of this formula, charge and spin) comes out at 112.64 kJ/mol. Its gap between HOMO and LUMO (alpha / beta) is 6.585 / 6.659 eV. Its spin multiplicity is 2.

Each line ends with the Mulliken charge.
Positions of all 75 atoms, in Å:
Ti: -0.076 -0.175 -0.714  -0.441
C: -2.931 -2.909 1.101  -0.713
C: -1.546 -3.038 0.492  -0.624
N: -1.256 -2.163 -0.684  0.101
C: -2.318 -2.190 -1.718  -1.229
C: -3.204 -0.965 -1.624  -0.788
N: -2.399 0.268 -1.715  -0.011
C: -3.237 1.479 -1.816  -1.013
C: -3.644 2.085 -0.494  -0.464
C: -2.512 2.830 0.191  -0.799
N: -1.515 1.951 0.803  -0.002
C: -1.765 1.696 2.224  -0.813
C: -2.794 0.607 2.473  -1.155
N: -2.443 -0.594 1.747  1.118
C: -3.130 -1.812 2.136  -0.842
H: -3.677 -2.829 0.305  0.231
H: -3.145 -3.866 1.582  0.487
H: -0.776 -2.851 1.243  0.057
H: -1.429 -4.069 0.152  0.509
H: -0.425 -2.568 -1.108  0.364
H: -1.835 -2.219 -2.694  0.543
H: -2.921 -3.097 -1.631  0.572
H: -3.939 -0.996 -2.436  0.591
H: -3.769 -0.952 -0.690  0.328
H: -1.899 0.187 -2.600  0.334
H: -2.679 2.226 -2.388  0.382
H: -4.129 1.242 -2.406  0.452
H: -4.450 2.795 -0.697  0.463
H: -4.077 1.325 0.167  0.035
H: -1.999 3.436 -0.564  0.403
H: -2.923 3.537 0.922  0.382
H: -0.608 2.400 0.742  0.102
H: -0.817 1.391 2.669  0.060
H: -2.087 2.614 2.734  0.647
H: -2.786 0.381 3.543  0.581
H: -3.810 0.969 2.253  0.399
H: -2.506 -0.423 0.749  -1.152
H: -2.714 -2.143 3.094  0.461
H: -4.209 -1.684 2.305  0.302
C: 6.483 -2.051 -1.194  -0.793
O: 6.171 -1.899 0.199  -0.440
C: 4.908 -1.630 0.549  0.869
C: 4.698 -1.511 1.954  -0.992
C: 3.456 -1.231 2.414  -1.466
C: 2.364 -1.028 1.519  0.324
C: 1.088 -0.647 1.981  1.051
C: 0.666 -0.690 3.412  -2.025
O: 0.218 -0.247 1.147  1.688
C: 2.586 -1.187 0.125  0.289
O: 1.605 -1.088 -0.741  -0.107
C: 3.869 -1.474 -0.353  -0.613
H: 7.544 -2.263 -1.243  0.240
H: 6.262 -1.131 -1.734  0.340
H: 5.919 -2.881 -1.620  0.339
H: 5.541 -1.649 2.615  0.488
H: 3.296 -1.134 3.480  0.473
H: 1.026 -1.592 3.904  0.546
H: -0.421 -0.649 3.449  0.048
H: 1.074 0.169 3.952  0.407
H: 3.990 -1.591 -1.417  0.598
Se: 1.747 -1.509 -4.919  -0.121
C: 0.712 -0.891 -3.638  -0.070
N: 0.053 -0.466 -2.759  -0.435
N: 3.971 5.831 -2.446  -0.417
C: 3.298 4.950 -2.149  -0.340
C: 2.441 3.838 -1.772  0.628
C: 2.723 3.100 -0.635  -1.047
C: 1.880 2.053 -0.312  0.097
N: 0.831 1.707 -1.065  0.969
C: 0.571 2.430 -2.163  -0.489
C: 1.341 3.511 -2.546  -1.003
H: 3.570 3.331 -0.007  0.580
H: 2.065 1.467 0.579  0.433
H: -0.265 2.109 -2.769  0.537
H: 1.096 4.064 -3.441  0.555



[2]
Entry from the Open Molecules 2025 dataset: 5 unconnected molecules or ions with the total composition C20H53N3O9 at a distorted geometry (the ωB97M-V functional and the def2-TZVPD basis).

The calculated total energy comes out at -44493.94228 eV. The relative energy (zero: lowest compared OMol25 entry of this formula, charge and spin) comes out at 0.00 kJ/mol. Its gap between HOMO and LUMO is 9.536 eV. Its spin multiplicity is 1. Its SMILES is COCCNCCOC.COCCNCCOC.COCCNCCOC.OCCO.O.

Each line ends with the Mulliken charge.
Positions of all 85 atoms, in Å:
C: 3.655 13.564 0.157  -0.785
O: 2.302 13.184 0.224  -0.348
C: 1.930 12.269 -0.802  -0.406
C: 0.441 12.015 -0.682  0.049
N: -0.236 13.294 -0.867  -0.562
C: -1.711 13.225 -0.864  -0.327
C: -2.310 12.520 0.336  -0.134
O: -1.739 13.066 1.517  -0.375
C: -2.376 12.524 2.651  -0.692
H: 3.777 14.415 0.826  0.250
H: 3.936 13.895 -0.851  0.287
H: 4.318 12.753 0.472  0.311
H: 2.505 11.344 -0.673  0.587
H: 2.159 12.729 -1.771  -0.091
H: 0.182 11.424 0.197  0.413
H: 0.186 11.412 -1.565  -0.273
H: 0.064 13.930 -0.133  0.350
H: -1.948 12.638 -1.759  -0.042
H: -2.083 14.244 -0.966  0.435
H: -2.030 11.461 0.324  -0.183
H: -3.400 12.614 0.314  0.545
H: -2.056 11.486 2.793  0.255
H: -3.466 12.574 2.536  0.245
H: -2.172 13.088 3.562  0.299
C: 3.264 11.647 -5.249  -0.458
O: 2.228 12.028 -6.109  -0.354
C: 2.166 13.427 -6.286  -0.529
C: 0.800 13.846 -6.837  -0.599
N: 0.233 14.935 -6.058  0.294
C: -0.900 15.590 -6.676  -0.904
C: -2.153 14.701 -6.775  -0.618
O: -2.475 14.054 -5.566  -0.289
C: -2.817 14.958 -4.526  -0.424
H: 3.316 10.561 -5.198  0.266
H: 3.088 12.029 -4.233  -0.004
H: 4.255 12.002 -5.561  0.361
H: 2.942 13.726 -7.004  0.364
H: 2.367 13.955 -5.345  0.282
H: 0.149 12.962 -6.863  0.262
H: 0.939 14.177 -7.868  0.443
H: 0.062 14.637 -5.101  -0.176
H: -0.607 15.965 -7.657  0.559
H: -1.166 16.463 -6.071  0.199
H: -1.991 13.944 -7.547  0.334
H: -3.025 15.271 -7.128  0.442
H: -3.234 14.342 -3.730  0.142
H: -3.614 15.643 -4.845  0.435
H: -1.956 15.535 -4.194  -0.014
C: -4.712 9.749 1.342  -0.759
O: -3.435 9.253 1.019  -0.173
C: -3.479 8.025 0.334  -0.496
C: -2.051 7.672 -0.060  -0.917
N: -1.463 8.592 -1.028  -0.076
C: -1.826 8.313 -2.425  -0.743
C: -1.008 9.148 -3.383  -0.581
O: -1.494 10.470 -3.404  -0.343
C: -0.692 11.286 -4.251  -0.711
H: -4.616 10.804 1.593  0.118
H: -5.107 9.257 2.241  0.319
H: -5.445 9.628 0.539  0.351
H: -4.112 8.102 -0.564  0.356
H: -3.945 7.237 0.943  0.429
H: -1.988 6.643 -0.411  0.441
H: -1.439 7.753 0.844  0.353
H: -1.736 9.542 -0.803  -0.170
H: -2.906 8.452 -2.574  0.228
H: -1.614 7.255 -2.598  0.530
H: -1.034 8.687 -4.378  0.464
H: 0.031 9.128 -3.025  0.287
H: -0.598 10.827 -5.239  0.630
H: 0.326 11.381 -3.848  0.193
H: -1.157 12.268 -4.281  0.030
O: 0.318 14.793 -3.165  0.422
C: 0.999 15.901 -2.561  -0.135
C: 0.847 17.124 -3.433  -0.731
O: 1.596 17.028 -4.646  -0.749
H: 0.109 14.144 -2.457  0.075
H: 0.535 16.096 -1.587  0.276
H: 2.047 15.625 -2.426  0.109
H: 1.235 17.986 -2.890  0.459
H: -0.195 17.316 -3.701  0.190
H: 1.294 16.269 -5.186  0.459
O: 4.069 18.020 -3.785  -0.666
H: 4.580 17.213 -3.687  0.286
H: 3.249 17.739 -4.227  0.420



[3]
Entry from the Open Molecules 2025 dataset: a molecular structure, C4H9N3O at a distorted geometry (the ωB97M-V functional and the def2-TZVPD basis).

The calculated total energy comes out at -10808.04554 eV. The relative energy (zero: lowest compared OMol25 entry of this formula, charge and spin) comes out at 426.10 kJ/mol. Its gap between HOMO and LUMO (alpha / beta) is 8.239 / 8.240 eV. Its spin multiplicity is 1.

Each line ends with the Mulliken charge.
Positions of all 17 atoms, in Å:
C: -0.994 0.281 0.034  0.507
C: -2.377 -0.117 0.471  -1.442
C: 1.088 -0.692 0.107  0.439
N: -0.990 1.197 -1.039  -0.551
C: 2.121 -1.297 -0.491  -0.883
O: -0.210 -0.904 -0.231  -0.418
N: 1.195 0.271 1.124  0.309
N: 2.202 0.971 1.363  -0.696
H: -0.183 0.749 1.008  0.434
H: -1.546 0.894 -1.832  0.233
H: -0.062 1.456 -1.345  0.244
H: 2.852 1.005 0.554  0.238
H: -2.328 -0.769 1.339  0.319
H: -2.962 0.771 0.694  0.361
H: -2.882 -0.665 -0.330  0.350
H: 3.130 -1.139 -0.148  0.287
H: 1.946 -2.011 -1.277  0.268



[4]
Entry from the Open Molecules 2025 dataset: 2 unconnected molecules or ions with the total composition C3H10S2 at a distorted geometry (the ωB97M-V functional and the def2-TZVPD basis).

The calculated total energy comes out at -24943.17900 eV. The relative energy (zero: lowest compared OMol25 entry of this formula, charge and spin) comes out at 49.94 kJ/mol. Its gap between HOMO and LUMO is 9.280 eV. Its spin multiplicity is 1. Its SMILES is CSC.CS.

Each line ends with the Mulliken charge.
Positions of all 15 atoms, in Å:
C: -0.753 -3.106 -1.302  -0.848
S: -0.119 -1.455 -1.522  -0.045
C: -0.497 -0.837 0.132  -0.429
H: -0.340 -3.807 -2.034  0.310
H: -0.530 -3.522 -0.321  0.262
H: -1.837 -3.200 -1.448  0.284
H: -1.563 -0.882 0.340  0.325
H: -0.181 0.197 0.197  -0.169
H: 0.102 -1.388 0.853  0.310
C: 0.933 2.669 1.228  -0.827
S: 0.414 3.264 -0.412  -0.178
H: 1.566 1.789 1.129  0.292
H: 0.083 2.477 1.882  0.272
H: 1.547 3.436 1.687  0.326
H: 1.176 4.365 -0.411  0.115



Q: Among the records above, which one has the highest relative energy (zero: lowest compared OMol25 entry of this formula, charge and spin)?
A: C4H9N3O